No. 1
The following is a DFT calculation (ωB97M-V/def2-TZVPD) of a structure of composition C21H25N7SSr in a non-equilibrium geometry.

The geometry in XYZ format:
```
55
C21H25N7SSr (ωB97M-V/def2-TZVPD)
N 10.852 13.196 3.950
H 16.496 15.066 4.922
C 7.727 8.125 5.186
N 15.234 11.378 4.122
H 15.492 8.643 3.119
Sr 12.681 11.305 3.178
C 11.162 8.399 4.393
H 12.315 10.811 6.022
N 10.161 7.655 4.925
N 12.739 11.726 5.831
C 6.793 9.144 5.003
N 13.455 8.767 3.650
C 13.026 6.683 4.574
N 10.787 9.590 4.015
H 12.499 13.773 6.148
C 14.544 16.039 4.846
C 11.310 14.572 3.684
C 9.007 8.433 4.853
C 8.483 10.651 4.039
C 14.124 11.851 6.328
H 5.771 8.981 5.318
C 11.897 12.826 6.221
H 11.596 12.761 7.261
H 10.205 6.658 5.090
C 10.619 12.925 5.385
C 13.213 15.844 4.558
C 9.416 9.634 4.280
H 10.749 15.258 4.344
C 15.865 12.693 3.987
C 14.611 8.166 3.527
H 14.951 16.985 5.201
H 6.434 11.152 4.295
H 7.471 7.170 5.594
H 10.043 13.729 5.876
H 14.422 12.897 6.190
H 16.609 12.754 4.750
C 7.175 10.370 4.429
H 10.080 11.992 5.448
H 16.409 12.693 3.025
H 9.952 13.045 3.470
H 16.145 11.248 6.028
H 11.112 14.846 2.644
H 15.052 9.958 5.678
H 14.217 11.636 7.393
C 12.536 7.909 4.255
C 15.459 14.998 4.633
S 14.654 6.569 4.103
C 15.160 11.044 5.568
C 14.923 13.818 4.103
H 12.516 5.850 4.985
N 13.651 13.674 3.680
H 8.707 11.622 3.614
H 12.516 16.655 4.720
C 12.810 14.675 3.975
H 15.775 10.622 3.687
```

Spin multiplicity   1
Orbital gap   8.46 eV
Charge   +2
DFT total energy   -1627.09013 Eh

Atom charges from the natural (NBO) analysis, given in e for atoms 1 to 5: number 1, N, carries -0.7030; number 2, H, carries 0.2469; number 3, C, carries -0.2010; number 4, N, carries -0.6949; number 5, H, carries 0.2283



No. 2
The following is a DFT calculation (ωB97M-V/def2-TZVPD) of a structure of composition C19H31N3NiO2 in a non-equilibrium geometry.

The geometry in XYZ format:
```
56
C19H31N3NiO2 (ωB97M-V/def2-TZVPD)
Ni 1.536 2.049 -0.675
C -1.152 -4.813 1.875
C 0.285 0.198 -0.389
H 0.619 -4.695 0.762
H 3.054 2.122 -0.706
C -0.522 2.288 0.146
C 1.441 5.572 -0.614
C 0.446 2.636 2.451
C -1.562 -6.188 1.312
H -1.041 4.075 1.122
H 3.182 4.398 -0.585
H -0.317 -3.189 0.697
O -1.277 -7.213 -2.185
O -2.588 -8.045 -0.600
H -0.717 -6.874 1.267
H 2.028 0.117 2.657
H -2.378 -6.630 1.870
C -1.886 -5.820 -0.139
C 1.533 -0.372 1.809
C 0.514 4.517 -2.234
H 0.917 3.563 2.202
H 0.867 -1.910 -0.416
H 1.306 -0.943 -1.905
C 0.243 1.824 1.198
C 1.750 3.956 -2.122
H -2.269 0.673 -2.011
C -1.370 3.532 0.241
H 2.377 3.332 -2.762
C -0.346 -4.277 0.713
H -2.932 -5.501 -0.229
C -1.906 -7.136 -1.030
H -1.478 2.040 -2.650
H 1.109 5.642 1.419
C -0.553 1.258 -0.847
H -0.385 -1.452 -1.639
H -0.245 4.201 -2.951
H -1.189 4.220 -0.548
H -0.861 -6.280 -2.293
H -2.425 3.260 0.324
H -0.715 0.447 -2.760
N 2.385 4.782 -1.154
H 2.252 -0.959 1.233
H 1.147 2.152 3.187
H -2.055 -4.315 2.161
H -1.179 -4.188 -1.194
H -0.543 2.950 2.913
H 2.572 6.568 1.044
N 0.323 5.493 -1.285
H 0.878 7.080 0.612
N -0.901 -4.881 -0.514
H 0.842 -1.123 2.153
C 0.716 0.490 0.906
H -0.428 -4.912 2.716
C 1.586 6.279 0.678
C 0.564 -1.109 -1.111
C -1.252 1.112 -2.117
```

Spin multiplicity   3
Expectation value of S²   2.01
Orbital gap (spin up / spin down)   7.65 / 8.05 eV
Charge   0
DFT total energy   -2565.54037 Eh

Atom charges from the natural (NBO) analysis, given in e for atoms 1 to 5: number 1, Ni, carries 1.0073; number 2, C, carries -0.4188; number 3, C, carries -0.1558; number 4, H, carries 0.1881; number 5, H, carries -0.5084



No. 3
The following is a DFT calculation (ωB97M-V/def2-TZVPD) of the ion C3H7N with charge +1 in a non-equilibrium geometry.

The geometry in XYZ format:
```
11
C3H7N (ωB97M-V/def2-TZVPD)
H -0.291 -0.278 -2.173
H 1.334 0.198 -2.297
H -1.213 -1.097 0.010
C 0.548 0.243 -0.377
N 0.610 -0.212 -1.700
C -0.511 -0.392 0.444
H 1.511 0.009 0.101
H -0.136 0.747 2.270
H -1.442 -0.511 2.316
C -0.680 -0.026 1.730
H 0.269 1.321 -0.324
```

Spin multiplicity   2
Expectation value of S²   0.76
Orbital gap (spin up / spin down)   11.86 / 6.04 eV
Charge   +1
DFT total energy   -172.89037 Eh

Atom charges from the Löwdin analysis, given in e for atoms 1 to 5: number 1, H, carries 0.1455; number 2, H, carries 0.1525; number 3, H, carries 0.1279; number 4, C, carries -0.2252; number 5, N, carries 0.2049



No. 4
The following is a DFT calculation (ωB97M-V/def2-TZVPD) of an isolated molecule of C5H8O.

The geometry in XYZ format:
```
14
C5H8O (ωB97M-V/def2-TZVPD)
H 0.599 0.808 -2.037
H 2.500 -0.070 0.239
H 2.179 -0.168 -2.203
H 0.760 -0.170 2.310
H -2.765 0.183 0.232
H -1.319 0.620 -0.691
C 0.188 0.065 1.413
O 0.765 1.021 0.587
C -1.786 -0.175 -0.106
H -1.958 -1.039 -0.758
H -1.327 -1.296 1.762
C -0.955 -0.527 1.091
C 1.467 0.350 -1.573
C 1.653 0.399 -0.263
```

Spin multiplicity   1
Structure (SMILES)   C=CO/C=C\C
Orbital gap   10.65 eV
Charge   0
DFT total energy   -270.48568 Eh

Atom charges from the natural (NBO) analysis, given in e for atoms 1 to 5: number 1, H, carries 0.2064; number 2, H, carries 0.1715; number 3, H, carries 0.2098; number 4, H, carries 0.1801; number 5, H, carries 0.2204



No. 5
The following is a DFT calculation (ωB97M-V/def2-TZVPD) of a cluster of 2 separate species, C2H5NO in total in a non-equilibrium geometry.

The geometry in XYZ format:
```
9
C2H5NO (ωB97M-V/def2-TZVPD)
H -1.218 -1.086 -0.578
H 0.528 1.531 -0.820
C -0.905 -0.155 -0.317
H 1.097 -0.101 -1.270
H -0.628 -0.396 0.861
O 0.802 -0.628 1.864
C 0.312 0.394 -0.906
H -1.765 0.444 -0.327
N 1.775 -0.003 1.492
```

Spin multiplicity   1
Orbital gap (spin up / spin down)   7.57 / 8.32 eV
Charge   0
DFT total energy   -209.00221 Eh

Atom charges from the natural (NBO) analysis, given in e for atoms 1 to 5: number 1, H, carries 0.2147; number 2, H, carries 0.1742; number 3, C, carries -0.7003; number 4, H, carries 0.1620; number 5, H, carries 0.2369



What did the fourth record say?
The following is a DFT calculation (ωB97M-V/def2-TZVPD) of an isolated molecule of C5H8O.

The geometry in XYZ format:
```
14
C5H8O (ωB97M-V/def2-TZVPD)
H 0.599 0.808 -2.037
H 2.500 -0.070 0.239
H 2.179 -0.168 -2.203
H 0.760 -0.170 2.310
H -2.765 0.183 0.232
H -1.319 0.620 -0.691
C 0.188 0.065 1.413
O 0.765 1.021 0.587
C -1.786 -0.175 -0.106
H -1.958 -1.039 -0.758
H -1.327 -1.296 1.762
C -0.955 -0.527 1.091
C 1.467 0.350 -1.573
C 1.653 0.399 -0.263
```

Spin multiplicity   1
Structure (SMILES)   C=CO/C=C\C
Orbital gap   10.65 eV
Charge   0
DFT total energy   -270.48568 Eh

Atom charges from the natural (NBO) analysis, given in e for atoms 1 to 5: number 1, H, carries 0.2064; number 2, H, carries 0.1715; number 3, H, carries 0.2098; number 4, H, carries 0.1801; number 5, H, carries 0.2204